Entry 1:
ORCA calculation (ωB97M-V/def2-TZVPD) on a structure of composition C26H21IN3NiOSTe.

Element x y z (Å)
Ni  0.5237  0.2853  0.6606
N  4.3383  -0.6551  -1.0520
C  3.2489  0.0524  -0.5729
S  2.9936  0.0281  1.1492
N  2.5310  0.6588  -1.4719
N  1.4389  1.2842  -0.8713
C  1.0821  2.4017  -1.3668
C  0.0882  3.2640  -0.7438
C  -0.4085  4.3332  -1.4979
C  -1.2682  5.2728  -0.9685
C  -1.6157  5.1516  0.3819
C  -1.1247  4.1279  1.1564
C  -0.2575  3.1266  0.6353
O  0.1536  2.1739  1.3984
H  5.0683  -0.8153  -0.3798
H  4.6337  -0.3694  -1.9729
H  1.5999  2.7575  -2.2589
H  -0.0955  4.4108  -2.5347
H  -1.6500  6.0826  -1.5756
H  -2.2853  5.8782  0.8301
H  -1.3946  4.0428  2.2022
I  -2.1354  0.5966  -0.3402
C  -2.3640  -1.4397  -0.0365
C  -3.6312  -1.9505  -0.0444
C  -3.8236  -3.3443  0.0699
C  -2.7390  -4.1646  0.1442
C  -1.4201  -3.6430  0.1397
C  -0.3111  -4.5229  0.1617
C  0.9484  -4.0045  0.1428
C  1.1540  -2.6069  0.1715
C  0.1353  -1.6744  0.1839
C  -1.1891  -2.2380  0.0999
H  -4.4820  -1.2918  -0.1568
H  -4.8279  -3.7496  0.0753
H  -2.8661  -5.2403  0.2008
H  -0.4835  -5.5934  0.1798
H  1.8074  -4.6675  0.1335
H  2.1777  -2.2588  0.2283
C  1.1064  -2.1144  3.8160
Te  0.4698  -0.1085  3.4751
C  -1.1450  -0.7783  4.7217
C  -0.5008  -1.7551  5.6696
C  -0.9749  -2.0037  6.9505
C  -0.3322  -2.9181  7.7751
C  0.7893  -3.5921  7.3164
C  1.2667  -3.3491  6.0351
C  0.6313  -2.4325  5.2079
H  2.1828  -2.1921  3.6851
H  0.6159  -2.7421  3.0683
H  -1.8706  -1.2839  4.0820
H  -1.6284  0.0587  5.2199
H  -1.8480  -1.4698  7.3080
H  -0.7033  -3.0963  8.7767
H  1.2997  -4.2996  7.9580
H  2.1483  -3.8657  5.6741

Summary:
LUMO (spin up / spin down) = 2.456 / 2.448 eV
Total charge = -1
Kohn-Sham gap (spin up / spin down) = 0.252 / 0.253 hartree
Spin multiplicity = 3

Entry 2:
ORCA calculation (ωB97M-V/def2-TZVPD) on a structure of composition C26H21N7O8S2SnTe.

Element x y z (Å)
Sn  0.5416  -1.1285  -0.6865
N  1.9029  -0.2494  3.8354
C  1.0044  -0.7469  2.9717
N  1.5736  -0.8842  1.8003
C  2.8313  -0.4396  1.9983
N  3.0940  -0.0365  3.2223
C  3.7924  -0.4160  0.8706
C  5.1479  -0.1603  1.0290
N  5.9740  -0.1236  -0.0117
C  5.4349  -0.3548  -1.2062
C  4.0852  -0.6331  -1.3664
N  3.2726  -0.6587  -0.3208
H  1.7786  0.0046  4.8001
H  -0.0198  -0.9908  3.2050
H  5.5592  0.0117  2.0154
H  6.0942  -0.3228  -2.0656
H  3.6450  -0.8463  -2.3346
C  -4.3573  3.1083  -1.0984
C  -3.3857  2.1891  -1.7928
C  -3.3015  0.8462  -1.4547
C  -2.3665  0.0133  -2.0597
C  -1.4990  0.5238  -3.0187
C  -1.6046  1.8611  -3.3984
C  -2.5357  2.6802  -2.7836
S  -0.2179  -0.5358  -3.6882
O  -0.6165  -1.8797  -3.3174
O  -0.1364  -0.2121  -5.0970
N  1.0747  -0.2116  -2.8518
C  1.5056  1.1889  -2.7261
C  1.2778  1.8161  -1.3586
O  1.4970  3.0069  -1.2254
O  0.9108  1.0211  -0.4022
H  -5.0484  2.5441  -0.4723
H  -4.9395  3.6899  -1.8166
H  -3.8298  3.8155  -0.4539
H  -3.9478  0.4345  -0.6857
H  -2.3100  -1.0293  -1.7748
H  -0.9605  2.2547  -4.1723
H  -2.5938  3.7264  -3.0660
H  1.0838  1.8522  -3.4768
H  2.5907  1.2347  -2.8635
O  -3.5912  -0.7244  1.6750
C  -2.4568  -0.2496  1.5234
O  -1.4445  -0.7992  1.0135
C  -2.2748  1.1971  2.0222
C  -3.2927  1.7734  2.7821
C  -3.1567  3.0508  3.3001
C  -1.9847  3.7352  3.0377
C  -0.9696  3.2142  2.2619
C  -1.1242  1.9318  1.7472
N  -1.8163  5.0963  3.6255
O  -0.7231  5.6268  3.5355
O  -2.7861  5.6046  4.1710
H  -4.1835  1.1853  2.9567
H  -3.9308  3.5152  3.8937
H  -0.0856  3.7989  2.0504
H  -0.3616  1.5208  1.0963
Te  1.7876  -3.9828  0.0974
C  1.6481  -6.0416  -0.2659
C  0.5764  -6.8705  -0.0454
C  0.8311  -8.2384  -0.3715
C  2.0954  -8.4439  -0.8400
S  2.9601  -6.9633  -0.8776
H  -0.3671  -6.4991  0.3279
H  0.1015  -9.0310  -0.2595
H  2.5479  -9.3698  -1.1589

Summary:
LUMO = 3.635 eV
Total charge = -2
Kohn-Sham gap = 0.180 hartree

Entry 3:
ORCA calculation (ωB97M-V/def2-TZVPD) on a structure of composition C26H21N7O8S2SnTe.

Element x y z (Å)
Sn  1.1407  1.8159  0.4886
N  -0.4402  0.4585  4.3501
C  0.1604  1.5757  3.9051
N  -0.4534  2.0120  2.8399
C  -1.4194  1.0800  2.6167
N  -1.4417  0.1303  3.5297
C  -2.2059  1.0878  1.4022
C  -3.3472  0.3048  1.2157
N  -3.9859  0.2728  0.0600
C  -3.4768  0.9985  -0.9308
C  -2.3645  1.8054  -0.7455
N  -1.7373  1.8570  0.4170
H  -0.1144  -0.2029  5.0371
H  1.0067  2.0388  4.3679
H  -3.7458  -0.3013  2.0173
H  -3.9940  0.9306  -1.8793
H  -1.9639  2.4354  -1.5245
C  0.9180  -4.5967  -2.4618
C  1.4002  -3.7181  -1.3448
C  1.0835  -3.9820  -0.0200
C  1.4630  -3.1000  0.9777
C  2.1666  -1.9553  0.6585
C  2.5329  -1.7078  -0.6492
C  2.1564  -2.5899  -1.6446
S  2.3646  -0.6877  1.9095
O  0.9747  -0.2915  2.1605
O  2.9846  -1.2702  3.0843
N  3.1858  0.4607  1.2002
C  4.1242  1.1422  2.0271
C  3.6680  2.5616  2.4481
O  4.3914  3.1866  3.2140
O  2.5748  2.9727  1.9646
H  0.2474  -5.3760  -2.1033
H  1.7640  -5.0658  -2.9666
H  0.3837  -3.9846  -3.1875
H  0.4973  -4.8561  0.2291
H  1.1940  -3.2707  2.0083
H  3.0766  -0.8052  -0.8807
H  2.4003  -2.3836  -2.6772
H  5.0791  1.2546  1.4966
H  4.3041  0.5829  2.9532
O  -0.1848  -0.7229  -3.2933
C  -0.2483  -0.5680  -2.0740
O  0.3578  0.2977  -1.3932
C  -1.1502  -1.5394  -1.2984
C  -1.1303  -1.6146  0.0894
C  -1.9043  -2.5395  0.7573
C  -2.7217  -3.4075  0.0325
C  -2.7578  -3.3335  -1.3621
C  -1.9729  -2.4097  -2.0134
N  -3.4921  -4.3865  0.6984
O  -3.4490  -4.4410  1.9301
O  -4.1754  -5.1664  0.0235
H  -0.4871  -0.9546  0.6480
H  -1.8733  -2.6032  1.8335
H  -3.4032  -4.0135  -1.8984
H  -1.9694  -2.3436  -3.0932
Te  1.5556  4.4774  -0.3478
C  0.7274  5.6736  -1.9290
C  1.3495  6.6348  -2.6707
C  0.5052  7.3455  -3.5495
C  -0.7808  6.9183  -3.4957
S  -0.9541  5.6331  -2.3517
H  2.4036  6.8248  -2.5747
H  0.8370  8.1499  -4.1864
H  -1.6337  7.2693  -4.0446

Summary:
LUMO = 3.445 eV
Total charge = -2
Kohn-Sham gap = 0.181 hartree

Entry 4:
ORCA calculation (ωB97M-V/def2-TZVPD) on a structure of composition C26H21N7OPtSSe.

Element x y z (Å)
Pt  0.0583  2.2915  -0.3999
Se  2.1764  4.0055  6.7285
N  0.5939  3.6425  5.9554
C  0.8454  3.4231  4.7070
C  -0.1776  3.1118  3.7075
C  -1.5433  3.0893  3.9934
C  -2.4317  2.8443  2.9604
C  -1.9375  2.6026  1.6909
N  -0.6177  2.5969  1.4255
C  0.2533  2.8716  2.4117
C  1.6659  2.9865  2.0123
N  1.8897  2.8073  0.7159
C  3.1440  2.9356  0.2469
C  4.2161  3.2416  1.0724
C  3.9896  3.4249  2.4259
C  2.6826  3.3002  2.9046
C  2.3106  3.5189  4.2927
N  3.1478  3.8145  5.2390
H  -1.8905  3.2815  5.0019
H  -3.5008  2.8430  3.1238
H  -2.5974  2.4100  0.8551
H  3.2750  2.7940  -0.8174
H  5.2064  3.3466  0.6508
H  4.7978  3.6617  3.1076
N  -2.0123  -4.5705  -1.9088
C  -2.0837  -5.9338  -1.5895
C  -2.4733  -7.0293  -2.2817
C  -2.3413  -8.2809  -1.5862
C  -1.7519  -8.3963  -0.3101
C  -1.3213  -7.2872  0.3550
C  -1.4581  -6.0138  -0.3167
N  -1.0305  -4.8165  0.0952
C  -1.3956  -3.9688  -0.8849
C  -1.1215  -2.5147  -0.7937
C  -1.4432  -1.6199  -1.8038
C  -1.1510  -0.2787  -1.6348
N  -0.5675  0.1955  -0.5216
C  -0.2536  -0.6706  0.4537
C  -0.5092  -2.0238  0.3548
H  -2.3908  -4.1414  -2.7385
H  -2.8191  -7.0044  -3.3060
H  -2.7312  -9.1684  -2.0683
H  -1.6814  -9.3705  0.1532
H  -0.9392  -7.3295  1.3659
H  -1.9154  -1.9257  -2.7281
H  -1.3899  0.4416  -2.4026
H  0.2138  -0.2616  1.3394
H  -0.2357  -2.6963  1.1565
C  2.0040  3.7627  -3.9357
S  0.3250  3.3695  -3.5490
C  -0.0558  2.3299  -4.9203
O  0.4082  2.3615  -2.3650
H  2.0056  4.2619  -4.9064
H  2.5897  2.8441  -3.9745
H  2.3718  4.4533  -3.1798
H  0.0875  2.9283  -5.8220
H  -1.1014  2.0404  -4.8415
H  0.6119  1.4684  -4.9159

Summary:
LUMO (spin up / spin down) = -15.936 / -15.966 eV
Total charge = +4
Kohn-Sham gap (spin up / spin down) = 0.051 / 0.045 hartree

Number 1: maximum force 0.5 eV/Å. Number 2: maximum force 0.8 eV/Å. Number 3: maximum force 2.1 eV/Å. Number 4: maximum force 3.2 eV/Å.